# 1
Density functional theory data (ωB97M-V/def2-TZVPD) for C33H48N8O6P2S2SeTa as an isolated structure.

Summary:
Gap between HOMO and LUMO   6.62 eV
LUMO   -9.3 eV
Relative energy (zero: lowest compared OMol25 entry of this formula, charge and spin)   24.56 kJ/mol
Total charge   +3

Element x y z (Å)
Ta (0.180, -1.117, -0.261)
Se (6.845, -4.301, 2.871)
N (6.023, -2.748, 3.109)
C (4.962, -2.765, 2.341)
C (4.004, -1.665, 2.266)
C (4.115, -0.522, 3.058)
C (3.152, 0.452, 2.947)
C (2.104, 0.275, 2.053)
N (1.980, -0.809, 1.274)
C (2.927, -1.773, 1.394)
C (2.730, -2.970, 0.602)
N (1.631, -2.989, -0.178)
C (1.320, -4.134, -0.793)
C (2.116, -5.268, -0.733)
C (3.277, -5.228, 0.006)
C (3.589, -4.061, 0.703)
C (4.758, -3.948, 1.569)
N (5.651, -4.895, 1.705)
H (4.948, -0.436, 3.744)
H (3.193, 1.351, 3.546)
H (1.343, 1.027, 1.955)
H (0.387, -4.163, -1.329)
H (1.807, -6.164, -1.254)
H (3.936, -6.084, 0.089)
C (-4.544, 0.838, 3.167)
C (-3.513, -0.261, 3.172)
C (-2.680, -0.367, 4.422)
O (-2.602, -0.121, 1.966)
P (-1.701, 0.996, 1.463)
O (-0.339, 0.389, 1.004)
C (-2.343, 1.758, -0.048)
P (-1.025, 1.832, -1.266)
O (-0.469, 0.431, -1.606)
O (-1.380, 2.626, -2.530)
C (-2.457, 2.431, -3.564)
C (-2.654, 0.965, -3.865)
C (-3.702, 3.140, -3.095)
O (0.034, 2.713, -0.541)
C (1.193, 3.326, -1.261)
C (0.924, 4.802, -1.401)
C (2.423, 3.000, -0.453)
O (-1.530, 2.002, 2.607)
C (-1.050, 3.429, 2.578)
C (-2.250, 4.308, 2.821)
C (0.009, 3.537, 3.644)
H (-5.262, 0.640, 3.963)
H (-5.095, 0.862, 2.226)
H (-4.094, 1.813, 3.358)
H (-3.985, -1.216, 2.955)
H (-2.268, 0.597, 4.717)
H (-1.868, -1.084, 4.289)
H (-3.316, -0.730, 5.230)
H (-2.674, 2.784, 0.132)
H (-3.190, 1.167, -0.403)
H (-2.033, 2.940, -4.425)
H (-3.022, 0.417, -2.992)
H (-1.729, 0.503, -4.217)
H (-3.402, 0.868, -4.652)
H (-4.198, 2.596, -2.288)
H (-4.404, 3.210, -3.926)
H (-3.475, 4.154, -2.765)
H (1.249, 2.855, -2.245)
H (0.852, 5.273, -0.419)
H (0.004, 4.986, -1.953)
H (1.745, 5.271, -1.944)
H (2.388, 3.493, 0.520)
H (3.310, 3.355, -0.979)
H (2.519, 1.923, -0.292)
H (-0.624, 3.600, 1.589)
H (-2.687, 4.095, 3.797)
H (-3.022, 4.177, 2.061)
H (-1.938, 5.352, 2.809)
H (-0.404, 3.274, 4.618)
H (0.368, 4.566, 3.693)
H (0.857, 2.883, 3.436)
N (2.099, -0.718, -1.583)
C (2.098, -0.011, -2.912)
C (2.450, -0.946, -4.059)
C (1.270, -1.767, -4.554)
C (0.741, -2.764, -3.536)
N (-0.130, -2.150, -2.472)
H (2.738, -0.221, -0.968)
H (2.514, -1.634, -1.720)
H (2.819, 0.805, -2.870)
H (1.118, 0.429, -3.064)
H (3.262, -1.618, -3.759)
H (2.851, -0.346, -4.877)
H (1.577, -2.332, -5.434)
H (0.463, -1.105, -4.888)
H (1.572, -3.287, -3.063)
H (0.145, -3.516, -4.054)
H (-0.893, -2.788, -2.273)
H (-0.599, -1.348, -2.892)
S (-0.693, -2.772, 1.332)
C (-2.221, -2.792, 0.511)
S (-2.235, -1.532, -0.681)
C (-3.211, -3.679, 0.719)
C (-4.407, -3.583, -0.068)
N (-5.322, -3.478, -0.755)
C (-3.051, -4.726, 1.687)
N (-2.881, -5.580, 2.438)

Löwdin population analysis, charges in e, atoms 1 to 5:
1 Ta 1.59
2 Se 1.28
3 N -0.20
4 C -0.34
5 C -0.05



# 2
Density functional theory data (ωB97M-V/def2-TZVPD) for C35H29BrCl4O4Sn as an isolated structure.

Summary:
Gap between HOMO and LUMO   7.43 eV
LUMO   -0.6 eV
Relative energy (zero: lowest compared OMol25 entry of this formula, charge and spin)   37.39 kJ/mol
Total charge   0

Element x y z (Å)
Sn (0.719, -0.083, 0.599)
Br (3.230, -0.862, 2.404)
C (4.339, -0.043, 1.116)
C (5.681, -0.095, 1.369)
C (6.601, 0.465, 0.465)
C (6.148, 1.068, -0.665)
C (4.760, 1.159, -0.934)
C (4.336, 1.842, -2.101)
C (3.021, 2.017, -2.367)
C (2.053, 1.479, -1.488)
C (2.419, 0.762, -0.385)
C (3.804, 0.599, -0.043)
H (6.034, -0.578, 2.267)
H (7.659, 0.406, 0.678)
H (6.839, 1.499, -1.377)
H (5.094, 2.238, -2.764)
H (2.700, 2.561, -3.245)
H (1.012, 1.642, -1.695)
Cl (-1.656, 2.238, 7.322)
C (-0.897, 1.898, 5.794)
C (-0.675, 0.585, 5.419)
C (-0.064, 0.342, 4.205)
Cl (0.156, -1.323, 3.722)
C (0.316, 1.352, 3.326)
O (0.902, 1.170, 2.134)
C (0.054, 2.659, 3.748)
Cl (0.479, 3.967, 2.692)
C (-0.530, 2.944, 4.966)
H (-0.966, -0.234, 6.059)
H (-0.706, 3.969, 5.255)
Cl (-2.278, -6.374, -2.035)
C (-1.761, -4.931, -1.215)
C (-2.720, -4.031, -0.740)
C (-2.346, -2.880, -0.097)
C (-0.992, -2.569, 0.089)
O (-0.707, -1.465, 0.758)
C (-0.034, -3.479, -0.399)
C (1.363, -3.201, -0.332)
O (1.864, -2.128, -0.015)
C (-0.432, -4.668, -1.037)
H (-3.769, -4.252, -0.886)
H (-3.082, -2.178, 0.264)
H (2.045, -4.019, -0.613)
H (0.320, -5.350, -1.410)
C (-2.442, 0.843, 2.041)
C (-3.103, 1.489, 0.834)
C (-2.539, 2.892, 0.602)
C (-3.040, 0.645, -0.425)
C (-4.254, 0.166, -0.909)
C (-4.345, -0.545, -2.085)
C (-3.202, -0.718, -2.831)
C (-1.962, -0.253, -2.402)
C (-0.825, -0.353, -3.405)
C (-0.410, 1.048, -3.863)
C (0.355, -1.207, -2.954)
C (-1.852, 0.372, -1.138)
O (-0.635, 0.791, -0.681)
H (-2.820, 1.280, 2.968)
H (-1.377, 1.034, 2.007)
H (-2.599, -0.233, 2.077)
H (-4.169, 1.597, 1.067)
H (-1.475, 2.844, 0.376)
H (-2.668, 3.502, 1.498)
H (-3.046, 3.387, -0.226)
H (-5.155, 0.375, -0.344)
H (-5.298, -0.915, -2.436)
H (-3.265, -1.216, -3.792)
H (-1.243, -0.858, -4.282)
H (-0.096, 1.662, -3.026)
H (-1.248, 1.553, -4.343)
H (0.410, 0.990, -4.582)
H (0.875, -0.779, -2.103)
H (1.080, -1.307, -3.764)
H (0.011, -2.205, -2.685)

Löwdin population analysis, charges in e, atoms 1 to 5:
1 Sn 1.29
2 Br 0.90
3 C -0.56
4 C -0.13
5 C -0.07



# 3
Density functional theory data (ωB97M-V/def2-TZVPD) for an isolated ion of composition C6H8N3O4S and charge -1.

Summary:
Gap between HOMO and LUMO   7.20 eV
Structure (SMILES)   [H]/N=C1/CCC=N/C1=C(\[O-])OS(N)(=O)=O
LUMO   3.4 eV
Relative energy (zero: lowest compared OMol25 entry of this formula, charge and spin)   82.05 kJ/mol
Total charge   -1

Element x y z (Å)
H (0.490, 0.879, -2.173)
N (-0.317, 1.062, -1.570)
C (-0.648, 0.229, -0.635)
C (-1.912, 0.628, 0.165)
C (-2.837, -0.588, 0.326)
C (-2.034, -1.880, 0.540)
N (-0.773, -1.954, 0.523)
C (0.038, -1.004, -0.081)
C (1.376, -1.310, -0.373)
O (2.000, -2.345, -0.321)
O (2.138, -0.107, -0.779)
S (3.051, 0.615, 0.328)
N (2.172, 2.021, 0.365)
O (2.972, 0.011, 1.598)
O (4.344, 0.905, -0.245)
H (-1.391, 0.938, 1.105)
H (-2.468, 1.450, -0.374)
H (-3.541, -0.828, -0.536)
H (-3.602, -0.296, 1.118)
H (-2.493, -2.624, 1.051)
H (1.255, 1.716, 0.542)
H (2.182, 2.482, -0.574)

natural (NBO) population analysis, charges in e, atoms 1 to 5:
1 H 0.34
2 N -0.76
3 C 0.31
4 C -0.46
5 C -0.47



# 4
Density functional theory data (ωB97M-V/def2-TZVPD) for C6H9NO as an isolated structure.

Summary:
Gap between HOMO and LUMO   9.28 eV
LUMO   0.1 eV
Relative energy (zero: lowest compared OMol25 entry of this formula, charge and spin)   842.83 kJ/mol
Total charge   0

Element x y z (Å)
C (2.388, -0.693, -1.057)
C (0.537, -0.486, 0.735)
C (-0.973, -1.036, 0.841)
C (-1.660, -0.114, -0.190)
C (-0.910, 1.180, -0.147)
C (0.563, 0.873, 0.157)
H (3.405, 0.413, -1.155)
H (1.259, -0.568, 1.535)
H (-1.400, -0.382, 1.694)
H (-1.147, -2.148, 1.014)
H (-2.997, 0.093, -0.391)
H (-1.462, -0.107, -1.429)
H (-0.992, 1.873, -0.907)
H (-1.347, 2.008, 0.612)
H (1.142, 1.634, 0.512)
N (1.181, -0.316, -0.576)
O (2.414, -2.224, -1.248)

natural (NBO) population analysis, charges in e, atoms 1 to 5:
1 C 0.50
2 C -0.02
3 C -0.43
4 C -0.43
5 C -0.44



Question: Among the records above, which one has the highest LUMO?
Answer: C6H8N3O4S



Question: Look up the relative energy (zero: lowest compared OMol25 entry of this formula, charge and spin) of the fourth one.
Answer: 842.83 kJ/mol